(1)
The following is a DFT calculation (ωB97M-V with the def2-TZVPD basis set) of a molecular structure, C27H30CaN3O5S.

Values from the calculation:
* HOMO energy: -11.77 eV
* energy relative to the best compared isomer or geometry (same formula, charge and spin): 0.0 kcal per mole
* charge: +1

XYZ file:
```
67
C27H30CaN3O5S (ωB97M-V with the def2-TZVPD basis set)
Ca -1.76 -0.33 0.94
O 0.61 -4.23 1.62
C 0.10 -3.02 1.45
O -1.06 -2.82 1.16
C 1.10 -1.91 1.61
C 2.47 -2.08 1.78
C 3.24 -0.92 1.82
C 2.63 0.32 1.68
C 1.24 0.39 1.55
N 0.52 -0.72 1.52
C 0.50 1.72 1.33
O 1.18 2.72 1.26
O -0.76 1.61 1.18
H -0.10 -4.87 1.45
H 2.91 -3.05 1.84
H 4.31 -0.99 1.94
H 3.19 1.24 1.69
C -2.12 -1.04 4.96
C -2.91 -0.74 3.72
C -3.47 -1.76 2.96
C -4.25 -1.50 1.84
C -4.88 -2.61 1.05
C -4.45 -0.16 1.47
C -3.92 0.89 2.22
C -4.17 2.31 1.83
C -3.13 0.58 3.32
H -2.78 -1.06 5.82
H -1.36 -0.29 5.14
H -1.64 -2.01 4.89
H -3.31 -2.79 3.25
H -5.86 -2.85 1.46
H -4.27 -3.51 1.09
H -5.02 -2.33 0.01
H -5.06 0.06 0.60
H -5.03 2.70 2.38
H -4.40 2.40 0.77
H -3.31 2.94 2.05
H -2.69 1.39 3.89
C -0.15 2.36 -4.33
C 0.34 3.05 -3.07
C 0.01 2.29 -1.80
N 0.78 1.04 -1.75
C 0.30 -0.18 -1.83
S -1.38 -0.54 -1.87
N 1.13 -1.26 -1.88
C 2.53 -1.39 -1.71
O 2.92 -2.33 -1.06
C 3.43 -0.44 -2.41
C 3.16 -0.04 -3.72
C 4.05 0.79 -4.38
C 5.20 1.22 -3.73
C 5.48 0.81 -2.43
C 4.60 -0.04 -1.77
H 0.09 2.92 -5.22
H -1.23 2.22 -4.31
H 0.30 1.37 -4.44
H -0.12 4.04 -2.97
H 1.41 3.24 -3.12
H -1.04 2.01 -1.74
H 0.27 2.84 -0.89
H 1.79 1.15 -1.77
H 0.63 -2.14 -1.73
H 2.27 -0.39 -4.22
H 3.86 1.10 -5.40
H 5.89 1.87 -4.24
H 6.38 1.14 -1.94
H 4.81 -0.40 -0.78
```



(2)
The following is a DFT calculation (ωB97M-V with the def2-TZVPD basis set) of a molecular structure, C21H22As2Cl3NO3Pd.

Values from the calculation:
* HOMO energy (spin up / spin down): -7.41 / -7.47 eV
* energy relative to the best compared isomer or geometry (same formula, charge and spin): 3.7 kcal per mole
* spin multiplicity: 3
* charge: 0

XYZ file:
```
53
C21H22As2Cl3NO3Pd (ωB97M-V with the def2-TZVPD basis set)
Pd -0.88 -0.17 -0.74
Cl 0.91 -4.93 -0.11
C -0.51 -4.23 0.59
C -1.24 -4.98 1.53
C -2.36 -4.47 2.12
Cl -3.24 -5.42 3.28
C -2.80 -3.16 1.80
C -3.94 -2.54 2.36
C -4.28 -1.27 1.99
C -3.47 -0.59 1.06
N -2.41 -1.15 0.53
C -2.06 -2.42 0.86
C -0.88 -2.95 0.20
O -0.24 -2.26 -0.68
H -0.89 -5.97 1.79
H -4.54 -3.08 3.07
H -5.14 -0.78 2.40
H -3.67 0.43 0.74
C 0.79 1.53 -3.97
As 0.89 0.51 -2.32
C 1.91 -1.04 -2.92
C 2.24 1.45 -1.28
C 3.24 2.20 -1.90
C 4.19 2.86 -1.14
C 4.17 2.78 0.24
C 3.18 2.03 0.86
C 2.22 1.37 0.11
As 0.82 0.33 0.96
C 0.46 1.29 2.61
C 1.73 -1.25 1.61
H 1.75 1.51 -4.48
H 0.50 2.55 -3.73
H 0.03 1.07 -4.60
H 2.90 -0.75 -3.25
H 1.37 -1.52 -3.74
H 1.97 -1.76 -2.10
H 3.27 2.28 -2.98
H 4.95 3.45 -1.64
H 4.91 3.29 0.83
H 3.17 1.97 1.95
H 1.34 1.28 3.25
H -0.37 0.79 3.12
H 0.17 2.31 2.39
H 2.67 -0.96 2.09
H 1.92 -1.92 0.77
H 1.09 -1.76 2.32
Cl -4.29 3.59 -0.83
C -2.55 3.97 -0.74
C -1.64 2.76 -0.98
O -0.54 2.99 -1.48
O -2.08 1.64 -0.58
H -2.36 4.35 0.26
H -2.33 4.74 -1.47
```



(3)
The following is a DFT calculation (ωB97M-V with the def2-TZVPD basis set) of a molecular structure, C39H43F4N6O5PtS in a non-equilibrium geometry.

Values from the calculation:
* HOMO energy (spin up / spin down): -11.02 / -11.02 eV
* spin multiplicity: 3
* charge: +1

XYZ file:
```
99
C39H43F4N6O5PtS (ωB97M-V with the def2-TZVPD basis set)
Pt -12.64 -19.92 13.62
C -16.97 -18.01 13.82
F -17.72 -19.06 13.53
F -17.65 -16.92 13.53
F -16.61 -18.05 15.08
S -15.47 -17.97 12.68
O -15.04 -16.58 12.72
O -14.44 -18.83 13.27
O -15.94 -18.49 11.42
N -12.76 -20.76 11.60
C -13.00 -20.07 10.48
C -13.29 -20.62 9.24
C -13.15 -21.99 9.13
C -12.82 -22.76 10.25
C -12.59 -22.10 11.43
H -13.01 -18.99 10.61
H -13.51 -20.07 8.34
H -13.24 -22.49 8.17
H -12.68 -23.82 10.18
H -12.30 -22.66 12.31
N -14.66 -20.57 18.67
C -14.60 -20.08 19.91
C -15.33 -18.99 20.35
C -16.27 -18.47 19.46
C -16.40 -18.99 18.18
C -15.55 -20.03 17.84
H -13.89 -20.57 20.58
H -15.26 -18.56 21.34
H -16.94 -17.70 19.84
H -17.15 -18.66 17.48
H -15.52 -20.39 16.82
N -14.14 -21.51 14.29
C -15.34 -21.62 13.67
C -16.33 -22.49 14.06
C -16.13 -23.25 15.20
C -14.90 -23.18 15.86
C -13.94 -22.32 15.34
H -15.47 -20.91 12.87
H -17.27 -22.46 13.53
H -16.84 -23.96 15.59
H -14.74 -23.84 16.69
H -12.95 -22.42 15.78
N -22.38 -16.24 16.93
C -22.99 -16.60 15.79
C -22.29 -17.09 14.71
C -20.92 -17.25 14.83
C -20.25 -16.83 15.98
C -21.06 -16.26 16.98
H -24.06 -16.49 15.81
H -22.82 -17.47 13.85
H -20.30 -17.56 14.00
H -19.17 -16.82 15.99
H -20.58 -15.95 17.90
N -17.81 -13.24 16.18
C -16.87 -13.68 15.33
C -16.06 -14.76 15.62
C -16.29 -15.49 16.77
C -17.31 -15.10 17.62
C -18.01 -13.93 17.29
H -16.71 -13.15 14.40
H -15.27 -15.05 14.93
H -15.73 -16.41 16.94
H -17.68 -15.68 18.45
H -18.84 -13.64 17.92
N -12.66 -18.89 15.49
C -13.08 -17.63 15.64
C -13.05 -16.94 16.84
C -12.63 -17.59 17.97
C -12.12 -18.88 17.83
C -12.20 -19.50 16.60
H -13.37 -17.04 14.78
H -13.37 -15.91 16.84
H -12.56 -17.10 18.93
H -11.79 -19.42 18.70
H -11.88 -20.53 16.57
C -17.32 -21.90 10.27
O -17.31 -20.86 11.23
H -18.25 -22.47 10.32
H -17.37 -21.52 9.24
H -16.44 -22.53 10.42
H -16.78 -20.10 10.91
C -16.63 -13.55 11.35
O -15.55 -13.76 12.26
H -17.42 -14.29 11.46
H -17.02 -12.55 11.54
H -16.21 -13.57 10.34
H -15.39 -14.68 12.47
F -15.93 -16.45 7.10
C -14.72 -16.56 7.67
C -14.58 -16.38 9.03
C -13.28 -16.36 9.55
C -12.18 -16.48 8.73
C -12.35 -16.70 7.36
C -13.63 -16.76 6.85
H -15.46 -16.11 9.60
H -13.21 -16.09 10.60
H -11.16 -16.45 9.10
H -11.50 -16.80 6.70
H -13.75 -16.93 5.78
```



(4)
The following is a DFT calculation (ωB97M-V with the def2-TZVPD basis set) of 2 unconnected molecules or ions with the total composition C7H18P in a non-equilibrium geometry.

Values from the calculation:
* HOMO energy: -11.95 eV
* energy relative to the best compared isomer or geometry (same formula, charge and spin): 56.5 kcal per mole
* charge: +1

XYZ file:
```
26
C7H18P (ωB97M-V with the def2-TZVPD basis set)
C -2.10 1.84 1.67
C 0.35 1.56 3.47
C -1.08 -1.11 -2.32
C 1.56 0.35 -2.20
C 1.61 -2.44 -2.12
C -1.35 0.54 1.91
C -0.28 0.45 2.69
P 0.55 -1.05 -1.58
H -2.78 1.71 0.89
H -1.42 2.60 1.19
H -2.43 2.38 2.51
H 1.46 1.23 3.62
H -0.27 1.49 4.51
H 0.28 2.56 3.09
H -0.86 -0.88 -3.39
H -1.69 -0.42 -1.83
H -1.26 -2.18 -2.36
H 2.25 0.82 -1.44
H 0.91 1.05 -2.69
H 2.15 -0.34 -2.93
H 2.58 -2.27 -1.77
H 1.58 -2.63 -3.22
H 1.12 -3.30 -1.73
H -1.67 -0.38 1.46
H 0.60 -1.08 -0.13
H 0.19 -0.48 2.68
```



(5)
The following is a DFT calculation (ωB97M-V with the def2-TZVPD basis set) of 7 unconnected molecules or ions with the total composition C28H35N7 in a non-equilibrium geometry.

Values from the calculation:
* HOMO energy: -8.05 eV
* energy relative to the best compared isomer or geometry (same formula, charge and spin): 51.0 kcal per mole
* SMILES: c1cc[nH]c1.c1cc[nH]c1.c1cc[nH]c1.c1cc[nH]c1.c1cc[nH]c1.c1cc[nH]c1.c1cc[nH]c1
* charge: 0

XYZ file:
```
70
C28H35N7 (ωB97M-V with the def2-TZVPD basis set)
C -9.11 -1.54 -4.36
C -8.81 -2.89 -4.51
C -8.81 -3.42 -3.20
N -8.90 -2.38 -2.29
C -9.08 -1.25 -2.99
H -9.21 -0.80 -5.14
H -8.70 -3.48 -5.40
H -8.68 -4.44 -2.87
H -8.75 -2.47 -1.30
H -9.14 -0.27 -2.55
C -4.93 2.89 7.74
C -4.56 1.74 8.44
C -3.44 1.18 7.81
N -3.12 1.97 6.72
C -4.10 2.95 6.66
H -5.72 3.58 7.98
H -5.02 1.26 9.29
H -2.93 0.26 8.02
H -2.31 1.93 6.13
H -4.06 3.56 5.77
C -0.07 -1.04 -2.06
C -0.76 -1.32 -0.86
C -2.09 -1.34 -1.12
N -2.25 -1.06 -2.44
C -1.04 -0.94 -3.04
H 1.00 -0.86 -2.13
H -0.37 -1.51 0.13
H -2.95 -1.38 -0.47
H -3.10 -0.91 -2.97
H -1.02 -0.77 -4.11
C 0.11 3.76 -10.89
C 0.67 4.35 -9.73
C 1.48 5.32 -10.17
N 1.51 5.31 -11.57
C 0.65 4.36 -12.00
H -0.65 2.99 -10.92
H 0.49 4.14 -8.69
H 2.12 5.96 -9.59
H 2.12 5.95 -12.05
H 0.49 4.11 -13.04
C 7.15 -2.38 -1.70
C 7.75 -1.11 -1.87
C 8.12 -0.99 -3.21
N 7.57 -2.10 -3.88
C 7.03 -2.94 -2.94
H 6.69 -2.82 -0.83
H 7.97 -0.38 -1.10
H 8.62 -0.19 -3.73
H 7.69 -2.38 -4.84
H 6.55 -3.85 -3.26
C 1.89 -6.02 7.26
C 2.00 -5.68 5.91
C 2.59 -4.40 5.83
N 2.80 -3.96 7.09
C 2.45 -4.93 7.98
H 1.49 -6.95 7.61
H 1.80 -6.40 5.13
H 2.91 -3.88 4.93
H 3.35 -3.15 7.34
H 2.64 -4.83 9.04
C 2.85 3.85 3.67
C 2.60 4.48 4.96
C 3.47 3.87 5.81
N 4.15 2.94 5.15
C 3.72 2.77 3.87
H 2.34 4.07 2.74
H 1.98 5.34 5.19
H 3.78 4.08 6.83
H 4.93 2.45 5.57
H 4.17 2.01 3.23
```



(6)
The following is a DFT calculation (ωB97M-V with the def2-TZVPD basis set) of 7 unconnected molecules or ions with the total composition C6H21O8 in a non-equilibrium geometry.

Values from the calculation:
* HOMO energy: -5.71 eV
* charge: -1

XYZ file:
```
35
C6H21O8 (ωB97M-V with the def2-TZVPD basis set)
O -1.71 -0.44 0.43
C -1.14 -1.27 1.21
O -1.27 -2.51 1.16
C -0.35 -0.68 2.37
C 1.09 -0.33 1.90
C 1.27 0.15 0.49
C 1.94 -0.55 -0.43
C 2.20 -0.16 -1.90
H -0.34 -1.46 3.15
H -0.97 0.14 2.72
H 1.45 0.59 2.39
H 1.73 -1.18 2.08
H 0.77 1.06 0.22
H 2.28 -1.53 -0.18
H 1.35 -0.42 -2.51
H 3.19 -0.54 -2.14
H 2.22 0.91 -1.99
H -1.59 0.10 -1.23
H -2.14 1.45 -1.67
O -1.47 0.79 -1.93
H -0.24 1.93 -1.57
H 0.21 2.91 -2.70
O 0.20 2.80 -1.73
H 0.62 -3.61 1.37
H 1.59 -3.28 0.24
O 1.53 -3.77 1.07
H -3.09 1.40 0.15
H -1.90 2.22 0.08
O -2.84 2.29 -0.16
H 2.20 2.64 0.79
H 0.71 2.79 0.85
O 1.49 2.84 1.41
H -2.62 -1.66 -0.61
H -3.27 -1.49 -2.01
O -3.06 -2.16 -1.34
```



Number 1: energy -72469.1523 eV. Number 2: energy -192491.8052 eV. Number 3: energy -85261.9151 eV. Number 4: energy -16831.3641 eV. Number 5: energy -40030.6685 eV. Number 6: energy -22945.0762 eV.